Entry 1:
DFT (ωB97M-V with the def2-TZVPD basis set) results for 2 unconnected molecules or ions with the total composition C3H5PS in a non-equilibrium geometry.

Properties
- E_LUMO (spin up / spin down): -1.350 / -1.496 eV
- HOMO (spin up / spin down): -7.99 / -7.51 eV
- Kohn-Sham gap (spin up / spin down): 6.6 / 6.0 eV

Element x y z (Å)
C  0.7268  0.6599  0.4556
C  1.1370  -0.6721  -0.1254
C  -0.1008  0.0097  -0.5571
P  -2.6517  -0.8207  0.2507
S  -3.8757  0.6251  -0.0405
H  0.5372  0.5905  1.5666
H  1.4012  1.5930  0.3021
H  2.0307  -0.7336  -0.7717
H  1.0838  -1.5328  0.4296
H  -0.2884  0.2809  -1.5099

Force components x, y, z for each atom (eV/Å):
C 1.70 1.52 2.01
C 0.93 1.22 -1.81
C -0.82 -1.39 3.02
P 0.96 1.10 -0.55
S 0.74 -0.71 0.10
H -0.45 0.13 -1.37
H -1.37 -1.65 -0.28
H -0.71 0.32 -0.06
H -0.34 -1.76 1.71
H -0.64 1.22 -2.78

***

Entry 2:
DFT (ωB97M-V with the def2-TZVPD basis set) results for a single C3H5PS2 molecule in a non-equilibrium geometry.

Properties
- SMILES: C=CCSP=S
- E_LUMO: -1.077 eV
- HOMO: -8.75 eV
- Kohn-Sham gap: 7.7 eV

Element x y z (Å)
C  1.4059  -1.0719  0.4694
C  0.4045  -0.2973  0.9160
C  -0.0181  1.0540  0.4649
S  -0.3526  1.0199  -1.3550
P  -2.1909  -0.0601  -1.3919
S  -2.6986  -0.6468  -3.1399
H  1.6220  -1.9901  0.9908
H  1.9868  -0.8274  -0.3805
H  -0.2570  -0.5703  1.7330
H  0.7758  1.9309  0.4687
H  -0.6778  1.4591  1.2244

Force components x, y, z for each atom (eV/Å):
C -1.55 0.45 1.23
C 0.80 -0.25 0.37
C 2.16 2.04 -0.83
S -1.08 0.02 0.05
P 0.24 0.07 0.30
S 0.37 0.32 0.17
H -0.02 -0.23 -0.12
H 0.57 0.35 -0.64
H 0.49 -0.71 0.18
H -0.86 -2.11 0.04
H -1.14 0.03 -0.75

***

Entry 3:
DFT (ωB97M-V with the def2-TZVPD basis set) results for a single C3H6 molecule in a non-equilibrium geometry.

Properties
- SMILES: C1CC1
- E_LUMO: 1.406 eV
- HOMO: -10.06 eV
- Kohn-Sham gap: 11.5 eV

Element x y z (Å)
C  0.5745  0.0973  0.6752
C  0.3012  -0.5118  -0.6513
C  -0.7851  0.3831  -0.0218
H  1.3319  0.8596  0.6984
H  0.5718  -0.4772  1.6331
H  -0.2295  -1.5351  -0.7763
H  0.8678  -0.0740  -1.5617
H  -1.0667  1.3989  -0.4497
H  -1.5659  -0.1408  0.4540

Force components x, y, z for each atom (eV/Å):
C -0.84 -0.27 0.79
C -1.69 -0.60 -1.87
C 2.04 1.78 -0.41
H 0.06 0.30 -0.17
H -0.16 0.30 -1.10
H 1.96 1.46 0.20
H -1.10 -1.06 1.67
H 0.68 -1.46 0.74
H -0.95 -0.45 0.16

***

Entry 4:
DFT (ωB97M-V with the def2-TZVPD basis set) results for 2 unconnected molecules or ions with the total composition C3H6 in a non-equilibrium geometry.

Properties
- SMILES: C#C.C
- E_LUMO: 1.148 eV
- HOMO: -10.58 eV
- Kohn-Sham gap: 11.7 eV

Element x y z (Å)
C  -1.7577  -0.4114  0.0058
C  -1.0947  0.6108  -0.0262
H  -2.3310  -1.2898  0.0041
H  -0.4306  1.4186  0.1281
C  1.9822  -0.1053  0.0004
H  1.3289  -0.1885  0.9372
H  1.8699  -1.0084  -0.5971
H  3.0579  -0.1529  0.3214
H  1.7266  0.6567  -0.6735

Force components x, y, z for each atom (eV/Å):
C 1.53 2.51 -0.20
C -1.39 -2.32 0.44
H -0.38 -0.49 -0.05
H 0.01 0.35 -0.21
C 0.77 -2.20 2.14
H 0.86 0.31 -1.57
H -0.31 -0.30 0.20
H -0.97 0.65 -0.36
H -0.12 1.50 -0.40

***

Entry 5:
DFT (ωB97M-V with the def2-TZVPD basis set) results for a molecular structure, C3H6AlF3NO7S2 in a non-equilibrium geometry.

Properties
- Charge: +1
- E_LUMO: -11.254 eV
- HOMO: -14.83 eV
- Kohn-Sham gap: 3.6 eV

Element x y z (Å)
Al  -0.8934  1.9443  2.3685
N  -2.4944  0.4439  0.7851
S  -3.7694  -0.4511  1.1029
O  -3.5236  -1.8446  0.9257
O  -5.0961  -0.0424  0.8274
F  -3.6579  -0.2288  2.6795
S  -2.6336  0.2490  -0.9106
O  -3.6479  0.9901  -1.5620
O  -2.1964  -0.9665  -1.4863
F  -1.3807  1.2013  -1.1292
F  1.4234  3.3561  2.9826
C  2.0571  1.0694  -1.8781
O  2.1083  -0.0646  -0.9887
C  1.7219  -0.0612  0.2567
O  1.0486  0.8027  0.8064
O  2.0821  -1.1491  0.8843
C  2.9525  -2.1149  0.3028
H  1.1088  1.5877  -1.7650
H  2.1591  0.6772  -2.8844
H  2.9312  1.6647  -1.6250
H  2.6271  -2.4649  -0.6777
H  3.1781  -2.9899  0.9013
H  3.8953  -1.6085  0.0839

Force components x, y, z for each atom (eV/Å):
Al 2.43 -0.07 -1.35
N 0.63 -0.87 -1.61
S -3.85 -2.41 5.74
O 1.06 0.48 -0.57
O 0.64 1.08 -0.78
F 0.31 0.09 -0.33
S 3.31 3.39 -4.40
O -0.80 -0.35 1.27
O -0.27 -0.63 1.42
F 0.23 -0.03 0.34
F -2.44 -1.37 -0.55
C 0.00 0.15 0.42
O 0.22 -0.21 -0.22
C 0.16 -1.30 -0.57
O -1.13 1.30 0.63
O -0.71 -0.24 1.29
C 1.46 0.21 -1.80
H 0.14 0.16 0.02
H -0.04 -0.14 0.08
H -0.23 0.37 -0.16
H -0.54 0.09 0.17
H -0.66 0.39 0.75
H 0.08 -0.09 0.21

***

Entry 6:
DFT (ωB97M-V with the def2-TZVPD basis set) results for 2 unconnected molecules or ions with the total composition C3H6BN in a non-equilibrium geometry.

Properties
- E_LUMO: 0.455 eV
- HOMO: -9.38 eV
- Kohn-Sham gap: 9.8 eV

Element x y z (Å)
B  0.6852  0.6702  0.2288
C  -0.8551  -1.1037  -0.0153
C  0.6276  -0.8758  -0.0395
C  -0.8823  1.0388  0.1219
N  -1.6084  -0.1402  0.2439
H  1.5447  1.2761  0.4661
H  -1.3356  -2.0392  0.1584
H  0.9724  -1.5172  -0.8842
H  1.1669  -1.3082  0.7600
H  -1.2768  2.0331  0.1531
H  -0.3435  1.0585  -1.2515

Force components x, y, z for each atom (eV/Å):
B -4.14 -1.30 -2.12
C 0.53 -1.63 2.45
C -0.81 -0.48 -1.68
C 4.60 0.82 -2.52
N -2.11 1.05 -0.92
H 2.72 2.12 0.54
H 0.09 -1.17 -0.59
H 0.51 1.17 0.07
H 0.14 -0.99 1.42
H -0.78 0.10 0.43
H -0.75 0.30 2.92